Below is a 5-piece molecular cluster, C31H66N5O7 overall, with properties calculated with ωB97M-V/def2-TZVPD.

Computed properties:
- HOMO (eV) = -4.845
- net charge = -1
- gap between HOMO and LUMO (Eh) = 0.2533
- multiplicity = 1
- LUMO (eV) = 2.05

Cartesian coordinates (Å):
C 2.7297 -5.8936 -2.5880
C 2.2458 -4.5191 -3.0763
C 2.7695 -3.4181 -2.1555
C 4.2734 -3.1690 -2.3206
C 5.0475 -3.2643 -0.9975
C 5.0523 -1.8761 -0.3173
C 5.0699 -2.0450 1.2011
C 5.4001 -0.7817 2.0295
C 5.2156 0.5321 1.2744
C 3.7234 0.7708 1.0663
C 3.3958 2.0354 0.2836
N 2.8959 1.7529 -1.0660
C 1.5270 1.2912 -1.1103
O 1.5818 -0.1231 -0.9613
C 0.3013 -0.7112 -0.7837
C 0.4043 -1.8355 0.2423
C -0.4614 -3.0230 -0.1966
C 0.0774 -1.4412 1.7057
C 1.1773 -2.0149 2.6452
C -0.0170 0.0549 1.9606
C 0.9251 1.6286 -2.5173
O -0.2298 2.1541 -2.5073
O 1.6450 1.3559 -3.4902
H 2.6906 -5.8947 -1.5040
H 3.7655 -6.0337 -2.8792
H 2.1281 -6.7068 -2.9762
H 2.5968 -4.3461 -4.0911
H 1.1610 -4.4981 -3.0958
H 2.5084 -3.6988 -1.1365
H 2.1945 -2.5218 -2.3745
H 4.3949 -2.1705 -2.7266
H 4.6775 -3.8585 -3.0590
H 6.0575 -3.5818 -1.2341
H 4.5549 -3.9678 -0.3352
H 5.9350 -1.3478 -0.6560
H 4.1546 -1.3831 -0.6704
H 4.1111 -2.4651 1.4938
H 5.8064 -2.8118 1.4314
H 4.6890 -0.7507 2.8528
H 6.3815 -0.8506 2.4913
H 5.5853 1.3327 1.9179
H 5.7513 0.5603 0.3332
H 3.2553 0.8483 2.0454
H 3.3176 -0.1143 0.5945
H 4.2985 2.6334 0.1749
H 2.6701 2.6394 0.8469
H 2.9686 2.5990 -1.6118
H 0.9051 1.7586 -0.3351
H -0.4781 0.0149 -0.5681
H 0.0289 -1.1671 -1.7395
H 1.4324 -2.1806 0.1914
H -0.0845 -3.3783 -1.1515
H -0.3252 -3.8301 0.5205
H -1.4993 -2.7191 -0.2816
H -0.8321 -1.9552 2.0016
H 1.8023 -2.7516 2.1521
H 1.8353 -1.1953 2.9246
H 0.7695 -2.4044 3.5742
H -0.8030 0.5044 1.3630
H 0.9355 0.5579 1.8532
H -0.3267 0.1893 2.9990
C -3.3343 2.7257 1.9713
C -2.7957 2.0174 0.7506
O -2.3662 0.8640 0.8135
N -2.7975 2.6817 -0.4172
C -3.2597 4.0262 -0.6842
H -3.2602 2.0555 2.8230
H -2.7525 3.6241 2.1821
H -4.3820 2.9939 1.8339
H -2.4104 2.1495 -1.1897
H -4.0511 3.9955 -1.4346
H -2.4316 4.6192 -1.0766
H -3.6431 4.4980 0.2146
C -8.0917 0.0317 0.9164
C -6.7107 0.4080 0.4250
O -6.5489 1.2269 -0.4659
N -5.6526 -0.1997 1.0167
C -5.6636 -1.1806 2.0827
H -8.8261 0.5976 0.3518
H -8.2767 -1.0324 0.7642
H -8.2014 0.2727 1.9746
H -4.7571 0.0898 0.6450
H -5.1042 -0.7966 2.9378
H -5.1795 -2.0973 1.7415
H -6.6765 -1.4105 2.3959
C -1.9413 2.7446 -8.2142
C -0.9359 1.6169 -8.1318
O -0.7915 0.8217 -9.0585
N -0.2095 1.5220 -7.0034
C -0.2496 2.3721 -5.8138
H -2.4455 2.6903 -9.1749
H -2.6840 2.6539 -7.4214
H -1.4412 3.7101 -8.1334
H 0.4411 0.7524 -7.0049
H 0.7339 2.8080 -5.6525
H -0.4948 1.7756 -4.9418
H -0.9828 3.1660 -5.9227
C -3.2052 2.6883 7.5788
C -3.0191 2.8895 6.0921
O -3.8708 3.4199 5.3986
N -1.8561 2.4523 5.5407
C -0.7363 1.8009 6.1949
H -4.1745 3.0855 7.8627
H -3.1739 1.6274 7.8296
H -2.4322 3.2172 8.1375
H -1.7961 2.6147 4.5472
H 0.1673 2.3966 6.0561
H -0.5732 0.8180 5.7501
H -0.9196 1.6813 7.2570